Entry from the Open Molecules 2025 dataset: a gas-phase ion, C4H9O2 (charge -1) at a distorted geometry (ωB97M-V with the def2-TZVPD basis set).

Last column: natural (NBO) charge in e.
Element x y z (Å)
O1 -0.527 0.164 -2.314  -0.94
C1 -0.370 1.087 -1.384  0.02
C2 0.837 0.800 -0.372  -0.45
C3 0.353 0.054 0.867  -0.42
C4 -0.002 -1.409 0.613  -0.07
O2 -1.230 -1.812 1.243  -0.75
H1 -1.233 1.199 -0.659  0.04
H2 -0.132 2.133 -1.743  0.05
H3 1.332 1.719 -0.076  0.17
H4 1.488 0.167 -0.977  0.20
H5 -0.519 0.545 1.338  0.18
H6 1.132 0.098 1.633  0.18
H7 -0.091 -1.626 -0.462  0.21
H8 0.753 -2.091 1.011  0.14
H9 -1.793 -1.027 1.282  0.46

Properties
LUMO energy, Eh: 0.14910
SMILES: [O-]CCCCO
E, Ha: -308.252207
Energy above the lowest of the compared OMol25 structures with the same formula, charge and spin, kcal/mol: 58.16
Net charge: -1
E_HOMO, eV: -2.3

Entry from the Open Molecules 2025 dataset: 12 unconnected molecules or ions with the total composition C33H63N17O5 at a distorted geometry (ωB97M-V with the def2-TZVPD basis set).

Last column: Mulliken charge in e.
Element x y z (Å)
C1 1.187 -1.944 4.030  -1.01
C2 1.254 -1.842 5.442  -0.94
C3 0.019 -2.081 5.956  -1.15
N1 -0.864 -2.220 4.913  -0.01
C4 -0.141 -2.100 3.742  -0.06
H1 1.992 -1.743 3.345  0.84
H2 2.146 -1.557 5.977  0.98
H3 -0.396 -2.086 6.952  0.45
H4 -1.858 -2.271 5.004  0.22
H5 -0.705 -2.168 2.823  0.55
C5 -3.038 2.320 -3.627  -0.21
C6 -2.696 2.629 -4.947  -0.68
C7 -3.871 2.542 -5.689  -0.75
N2 -4.847 2.024 -4.869  0.01
C8 -4.327 1.821 -3.620  -0.79
H6 -2.410 2.199 -2.758  0.60
H7 -1.723 2.904 -5.327  0.59
H8 -4.062 2.610 -6.747  0.41
H9 -5.739 1.753 -5.237  0.20
H10 -4.921 1.386 -2.832  0.60
C9 2.216 1.431 2.797  1.22
C10 1.475 0.615 3.698  -1.13
C11 2.073 0.688 4.938  -1.36
N3 3.161 1.510 4.786  0.03
C12 3.243 2.003 3.531  -1.11
H11 1.932 1.581 1.769  0.13
H12 0.590 0.023 3.519  0.82
H13 1.820 0.118 5.814  0.76
H14 3.754 1.825 5.534  0.22
H15 4.021 2.661 3.187  0.42
N4 -4.245 -0.613 1.909  -0.36
C13 -3.780 -0.960 0.681  0.49
N5 -2.974 -2.053 0.644  -0.10
O1 -4.212 -0.383 -0.330  -0.88
H16 -3.884 -1.070 2.721  0.18
H17 -4.862 0.178 1.923  0.30
H18 -2.827 -2.506 1.523  0.09
H19 -2.672 -2.464 -0.232  0.06
N6 1.825 2.230 -4.146  -0.24
C14 0.791 1.992 -5.000  0.50
N7 0.283 0.747 -4.934  -0.05
O2 0.363 2.882 -5.744  -0.77
H20 2.078 1.590 -3.414  0.19
H21 2.283 3.107 -4.308  0.20
H22 -0.416 0.378 -5.551  0.19
H23 0.643 0.021 -4.335  -0.04
N8 -2.833 -0.808 -2.782  0.12
C15 -2.209 -2.018 -2.864  0.13
N9 -1.812 -2.378 -4.128  -0.30
O3 -1.873 -2.708 -1.893  -0.67
H24 -3.180 -0.460 -3.654  0.20
H25 -3.235 -0.695 -1.850  0.16
H26 -1.955 -1.800 -4.935  0.15
H27 -1.441 -3.297 -4.274  0.23
N10 3.741 0.004 -0.984  0.07
C16 4.733 -0.726 -0.404  0.63
N11 5.328 -0.028 0.600  -0.25
O4 5.151 -1.822 -0.779  -0.74
H28 3.273 -0.351 -1.810  0.02
H29 3.518 0.907 -0.619  0.05
H30 5.018 0.840 0.999  0.11
H31 6.112 -0.432 1.079  0.21
N12 1.279 -3.094 -3.123  -0.06
C17 2.160 -2.154 -3.541  0.79
N13 3.077 -2.579 -4.436  -0.43
O5 2.154 -1.011 -3.063  -0.88
H32 0.618 -2.832 -2.408  -0.29
H33 1.188 -4.025 -3.476  0.22
H34 3.138 -3.553 -4.657  0.16
H35 3.798 -1.965 -4.770  0.25
C18 1.162 -1.816 0.255  -0.20
C19 -0.203 -1.149 -0.088  3.01
C20 -0.107 -0.122 -1.208  3.09
C21 0.767 1.008 -0.877  -1.22
N14 1.511 1.849 -0.632  -0.42
H36 1.746 -1.149 0.885  0.00
H37 1.612 -2.129 -0.683  0.05
H38 0.935 -2.718 0.824  -0.32
H39 -0.764 -0.765 0.765  -0.11
H40 -0.818 -1.955 -0.500  -2.35
H41 -1.097 0.255 -1.476  -0.16
H42 0.289 -0.556 -2.129  -1.11
C22 -2.131 2.441 1.131  -0.99
C23 -3.602 2.148 0.910  0.61
C24 -4.448 2.144 2.179  -1.50
C25 -4.110 1.130 3.165  0.75
N15 -3.824 0.352 3.961  -0.68
H43 -2.000 3.354 1.715  0.49
H44 -1.571 2.540 0.201  0.24
H45 -1.630 1.642 1.685  0.02
H46 -3.731 1.219 0.352  -0.03
H47 -4.047 2.960 0.330  0.36
H48 -5.521 2.022 2.004  0.44
H49 -4.393 3.101 2.708  0.45
C26 -0.603 -4.827 0.110  -0.92
C27 -1.100 -4.995 1.537  0.08
C28 -0.056 -5.431 2.582  -0.62
C29 1.319 -4.963 2.422  0.30
N16 2.433 -4.695 2.356  -0.57
H50 -0.139 -3.844 0.022  0.14
H51 -1.434 -4.854 -0.595  0.43
H52 0.119 -5.565 -0.242  0.42
H53 -1.889 -5.748 1.562  0.52
H54 -1.534 -4.069 1.919  -0.43
H55 0.047 -6.520 2.560  0.45
H56 -0.347 -5.148 3.594  0.33
C30 1.972 6.626 0.924  -1.23
C31 3.127 5.704 1.342  -0.43
C32 3.176 4.391 0.566  0.30
C33 4.445 3.653 0.771  -0.01
N17 5.430 3.087 0.947  -0.57
H57 1.805 7.392 1.680  0.37
H58 1.031 6.075 0.853  0.27
H59 2.223 7.108 -0.021  0.34
H60 3.000 5.522 2.409  0.29
H61 4.032 6.268 1.108  0.35
H62 3.118 4.575 -0.509  0.42
H63 2.372 3.729 0.881  -0.11

Properties
LUMO energy, Eh: 0.00413
SMILES: c1cc[nH]c1.c1cc[nH]c1.c1cc[nH]c1.NC(N)=O.NC(N)=O.NC(N)=O.NC(N)=O.NC(N)=O.CCCC#N.CCCC#N.CCCC#N.CCCC#N
E, Ha: -2602.339876
Energy above the lowest of the compared OMol25 structures with the same formula, charge and spin, kcal/mol: 0.00
E_HOMO, eV: -7.6

Entry from the Open Molecules 2025 dataset: C8H16N2O in the gas phase at a distorted geometry (ωB97M-V with the def2-TZVPD basis set).

Last column: natural (NBO) charge in e.
Element x y z (Å)
C1 -3.338 1.055 -0.446  -0.61
C2 -3.032 -0.231 0.315  -0.40
C3 -1.874 -1.127 -0.097  -0.39
C4 -0.448 -0.683 0.405  -0.41
C5 0.309 0.186 -0.600  -0.43
C6 1.505 1.001 0.051  0.12
C7 2.629 0.371 0.811  -0.47
C8 3.542 -0.458 -0.131  -0.06
O1 2.775 -1.470 -0.741  -0.71
N1 1.077 2.349 0.317  -0.07
N2 1.850 2.213 -0.645  -0.08
H1 -2.482 1.771 -0.493  0.20
H2 -3.533 0.772 -1.466  0.20
H3 -4.247 1.548 -0.045  0.21
H4 -2.993 0.101 1.389  0.19
H5 -3.943 -0.844 0.245  0.20
H6 -1.875 -1.271 -1.185  0.20
H7 -2.045 -2.134 0.344  0.21
H8 -0.568 -0.241 1.401  0.20
H9 0.090 -1.580 0.676  0.19
H10 0.622 -0.397 -1.479  0.23
H11 -0.337 0.948 -1.052  0.21
H12 2.280 -0.273 1.611  0.21
H13 3.162 1.189 1.317  0.23
H14 3.973 0.162 -0.916  0.19
H15 4.389 -0.943 0.395  0.17
H16 2.511 -2.013 0.017  0.46

Properties
LUMO energy, Eh: 0.02316
SMILES: CCCCCC1(CCO)N=N1
E, Ha: -499.079122
Energy above the lowest of the compared OMol25 structures with the same formula, charge and spin, kcal/mol: 67.03
E_HOMO, eV: -9.7

Entry from the Open Molecules 2025 dataset: a molecular structure, C8H3GdNO5S at a distorted geometry (ωB97M-V with the def2-TZVPD basis set).

Last column: Mulliken charge in e.
Element x y z (Å)
O1 -4.453 -1.120 -1.947  0.03
C1 -3.416 -0.853 -1.521  0.22
Gd1 -1.013 -0.229 -0.545  0.62
O2 -1.333 3.252 -1.546  0.02
C2 -1.278 2.141 -1.260  0.35
C3 -0.721 -2.618 0.218  0.36
O3 -0.469 -3.671 0.605  0.01
C4 0.072 -0.776 -2.707  0.33
O4 0.658 -1.010 -3.676  0.01
C5 -2.089 0.313 1.675  0.36
O5 -2.448 0.593 2.737  0.00
S1 3.421 1.207 0.512  0.15
C6 2.721 0.460 1.928  -0.37
C7 1.451 0.024 1.690  -0.25
N1 0.999 0.277 0.360  0.09
C8 1.977 0.907 -0.371  -0.07
H1 3.267 0.375 2.868  0.44
H2 0.778 -0.481 2.402  0.35
H3 1.877 1.210 -1.423  0.36

Properties
LUMO energy (spin up / spin down), Eh: -0.50931 / -0.60678
E, Ha: -1900.247915
Net charge: +3
Spin multiplicity: 8
E_HOMO (spin up / spin down), eV: -21.0 / -21.0

Entry from the Open Molecules 2025 dataset: a molecular structure, C6H4F2MnN2O8S at a distorted geometry (ωB97M-V with the def2-TZVPD basis set).

Last column: natural (NBO) charge in e.
Element x y z (Å)
Mn1 2.276 -0.399 1.453  1.28
O1 4.458 0.163 3.271  -0.36
S1 4.186 1.636 2.670  1.81
O2 5.129 0.492 2.054  -0.34
O3 1.859 -0.678 2.805  0.01
O4 2.890 1.489 1.966  -0.86
F1 3.155 -0.267 0.183  -0.30
F2 -3.365 1.744 0.840  -0.18
C1 -2.764 1.148 -0.141  0.47
C2 -2.156 -0.078 0.069  0.08
N1 -1.524 -0.709 -0.915  -0.28
C3 -0.656 -1.827 -0.649  -0.37
C4 0.503 -1.373 0.224  0.79
O5 1.429 -2.098 0.596  -0.49
O6 0.564 -0.153 0.615  -0.55
C5 -1.474 -0.164 -2.269  0.78
O7 -0.909 -0.774 -3.116  -0.46
N2 -2.082 1.044 -2.422  -0.63
C6 -2.707 1.838 -1.467  0.56
O8 -3.135 2.928 -1.683  -0.38
H1 -2.190 -0.519 1.062  0.27
H2 -0.264 -2.199 -1.611  0.34
H3 -1.170 -2.669 -0.161  0.30
H4 -2.052 1.425 -3.374  0.48

Properties
LUMO energy (spin up / spin down), Eh: -0.37933 / -0.40432
E, Ha: -2690.461088
Net charge: +2
Spin multiplicity: 2
E_HOMO (spin up / spin down), eV: -18.0 / -18.3

Entry from the Open Molecules 2025 dataset: C5H7NOS in the gas phase at a distorted geometry (ωB97M-V with the def2-TZVPD basis set).

Last column: natural (NBO) charge in e.
Element x y z (Å)
C1 -0.350 1.975 -0.135  -0.29
C2 -0.219 0.675 -0.227  -0.19
C3 1.180 -0.037 -0.422  0.65
N1 2.347 0.407 0.132  -0.82
O1 1.245 -1.074 -1.093  -0.62
C4 -1.352 -0.269 -0.086  -0.07
C5 -1.196 -1.729 0.359  -0.69
S1 -2.830 0.320 -0.417  0.05
H1 0.466 2.615 -0.303  0.20
H2 -1.369 2.415 -0.100  0.23
H3 2.345 1.168 0.891  0.39
H4 3.232 -0.083 0.086  0.42
H5 -2.170 -2.289 0.265  0.24
H6 -0.797 -1.774 1.396  0.23
H7 -0.533 -2.322 -0.348  0.27

Properties
LUMO energy, Eh: -0.02457
SMILES: C=C(C(N)=O)C(C)=S
E, Ha: -722.864135
Energy above the lowest of the compared OMol25 structures with the same formula, charge and spin, kcal/mol: 33.85
E_HOMO, eV: -8.6

Question: Look up the E of the second one.
Answer: -2602.339876 Ha